Run P
This record from OMol25 describes a 2-piece molecular cluster, C5H14 overall. The level of theory is ωB97M-V with the def2-TZVPD basis set.

Structure (XYZ):
```
19
Properties=species:S:1:pos:R:3
C 0.59 -0.91 2.78
C 1.57 0.24 2.54
H 0.00 -0.87 3.73
H 0.05 -0.99 1.81
H 1.25 -1.77 2.83
H 1.18 1.26 2.65
H 2.32 0.21 3.31
H 2.06 0.08 1.56
C -1.07 0.81 -2.24
C 0.21 1.02 -1.46
C -1.61 -0.80 -2.15
H -1.90 1.35 -1.77
H -0.93 0.88 -3.33
H 0.90 1.82 -1.69
H -2.73 -0.85 -2.26
H -1.12 -1.31 -3.00
H 0.65 0.00 -1.61
H -0.13 1.17 -0.43
H -1.29 -1.34 -1.26
```

Properties
- M: 74.167 g/mol
- Charge: +1
- LUMO level (alpha / beta): -3.3 / -10.9 eV
- <S²>: 0.753
- HOMO-LUMO gap (alpha / beta): 11.1 / 3.5 eV
- 2S+1: 2


Run Q
This record from OMol25 describes a 2-piece molecular cluster, C5H14 overall. The level of theory is ωB97M-V with the def2-TZVPD basis set.

Structure (XYZ):
```
19
Properties=species:S:1:pos:R:3
C 0.30 1.93 1.16
C 1.39 0.92 1.56
H 0.50 2.85 1.70
H 0.22 2.07 0.09
H -0.69 1.67 1.55
H 1.41 0.00 0.97
H 1.09 0.56 2.54
H 2.37 1.38 1.62
C 0.03 -1.26 -1.08
C -0.73 -0.19 -2.07
C -0.83 -1.80 -0.02
H 0.26 -2.16 -1.66
H 0.86 -0.61 -0.73
H -0.06 0.05 -2.89
H -0.99 0.74 -1.52
H -1.11 -2.85 -0.01
H -0.48 -1.48 0.98
H -1.74 -0.56 -2.22
H -1.81 -1.26 0.04
```

Properties
- M: 74.167 g/mol
- Charge: +1
- LUMO level (alpha / beta): -2.9 / -10.6 eV
- <S²>: 0.753
- HOMO-LUMO gap (alpha / beta): 12.6 / 4.9 eV
- 2S+1: 2


Least stable structure: run P


Run P
This record from OMol25 describes a 2-piece molecular cluster, C6H7Cl overall. The level of theory is ωB97M-V with the def2-TZVPD basis set.

Structure (XYZ):
```
14
Properties=species:S:1:pos:R:3
C -0.86 0.03 -2.93
C -0.76 1.17 -2.55
C 1.47 0.74 0.36
C -0.03 -1.38 0.99
C -0.44 -0.32 2.06
C 0.70 -0.13 1.00
Cl -0.44 2.74 -2.30
H -1.27 -0.95 -3.19
H 1.19 1.68 0.60
H 2.21 0.57 -0.40
H 0.49 -2.29 1.34
H -0.79 -1.47 0.18
H -1.42 0.06 1.84
H -0.06 -0.47 3.01
```

Properties
- M: 114.575 g/mol
- SMILES: C=C1CC1.C#CCl
- Charge: 0
- LUMO level: 0.8 eV
- HOMO-LUMO gap: 10.0 eV


Run Q
This record from OMol25 describes C6H7Cl in the gas phase. The level of theory is ωB97M-V with the def2-TZVPD basis set.

Structure (XYZ):
```
14
Properties=species:S:1:pos:R:3
C -0.74 0.29 -0.10
C -1.62 -0.81 0.12
C -2.99 -0.44 -0.12
C 0.52 0.04 -0.24
C 1.80 0.77 -0.27
C 3.04 0.21 0.09
H -1.21 -1.87 0.26
H -3.68 -1.24 0.02
H -3.13 0.73 -0.18
H 0.64 -1.13 -0.25
H 1.51 1.78 -0.23
H 3.24 -0.95 0.55
H 4.00 0.72 0.28
Cl -1.38 1.89 0.06
```

Properties
- M: 114.575 g/mol
- SMILES: C=C/C=C(\Cl)C=C
- Charge: 0
- LUMO level: 0.0 eV
- HOMO-LUMO gap: 8.3 eV


Least stable structure: run P


Run P
This record from OMol25 describes C6H7Cl in the gas phase. The level of theory is ωB97M-V with the def2-TZVPD basis set.

Structure (XYZ):
```
14
Properties=species:S:1:pos:R:3
C 1.12 -1.03 -0.71
C 1.87 -0.17 0.04
C -0.27 -1.24 -0.30
C -0.43 -0.95 1.11
C -1.12 -0.08 0.19
C -0.93 1.56 0.21
Cl 3.47 0.32 -0.28
H 1.47 -1.18 -1.70
H -0.73 -2.12 -0.67
H 0.38 -0.58 1.73
H -2.22 -0.21 -0.15
H -1.88 2.00 0.39
H -0.64 1.80 -0.75
H -0.09 1.89 0.88
```

Properties
- M: 114.575 g/mol
- Charge: 0
- LUMO level (alpha / beta): -1.0 / -0.2 eV
- HOMO-LUMO gap (alpha / beta): 7.0 / 9.0 eV


Run Q
This record from OMol25 describes C6H7Cl in the gas phase. The level of theory is ωB97M-V with the def2-TZVPD basis set.

Structure (XYZ):
```
14
Properties=species:S:1:pos:R:3
C -0.89 -0.18 0.83
C 0.18 0.29 1.80
C -0.43 -1.39 0.05
C 0.12 0.01 -0.28
C 1.07 0.54 0.83
C -0.01 0.65 -1.63
Cl 2.69 1.02 0.76
H -1.92 0.14 0.87
H 0.19 0.36 2.87
H 0.20 -2.12 0.53
H -1.12 -1.79 -0.68
H -0.48 -0.02 -2.34
H 0.99 0.90 -2.01
H -0.59 1.57 -1.58
```

Properties
- M: 114.575 g/mol
- SMILES: C[C@]12C[C@H]1C=C2Cl
- Charge: 0
- LUMO level: 1.0 eV
- HOMO-LUMO gap: 9.5 eV


Least stable structure: run P


Run P
This record from OMol25 describes a 2-piece molecular cluster, C11H15N overall. The level of theory is ωB97M-V with the def2-TZVPD basis set.

Structure (XYZ):
```
27
Properties=species:S:1:pos:R:3
C 0.06 1.80 2.29
C 1.11 0.75 0.13
C 1.09 1.72 1.19
C 2.29 0.95 -0.58
C 2.19 2.49 1.05
C 0.31 -0.33 -0.24
C 0.65 -1.12 -1.32
C 1.77 -0.79 -2.09
C 2.58 0.27 -1.76
N 2.99 2.02 -0.01
H -0.50 -0.64 0.42
H 0.00 -1.96 -1.54
H 1.87 -1.34 -3.03
H 0.07 0.92 2.91
H -0.92 1.83 1.84
H 2.64 3.33 1.55
H 3.30 2.75 -0.63
H 3.40 0.49 -2.43
H 0.26 2.68 2.89
C -3.10 -2.03 -0.84
C -3.17 -1.96 0.69
H -2.86 -3.00 -1.27
H -4.07 -1.67 -1.21
H -2.37 -1.31 -1.19
H -3.96 -2.58 1.06
H -3.41 -0.96 1.04
H -2.21 -2.28 1.10
```

Properties
- M: 161.248 g/mol
- SMILES: Cc1c[nH]c2ccccc12.CC
- Charge: 0
- LUMO level: 1.0 eV
- HOMO-LUMO gap: 9.1 eV


Run Q
This record from OMol25 describes a 2-piece molecular cluster, C11H15N overall. The level of theory is ωB97M-V with the def2-TZVPD basis set.

Structure (XYZ):
```
27
Properties=species:S:1:pos:R:3
C -0.68 -2.62 1.54
C -2.04 -1.98 1.16
H 0.14 -2.05 1.12
H -0.48 -2.47 2.61
H -0.72 -3.69 1.38
H -1.86 -0.93 0.95
H -2.76 -2.03 1.97
H -2.27 -2.45 0.20
C -0.43 1.05 2.03
C 1.42 1.39 -1.24
C 0.19 1.06 -0.60
C 0.47 1.27 0.84
C 1.70 1.81 0.93
C 1.65 1.01 -2.57
C 0.67 0.27 -3.19
C -0.78 0.35 -1.26
C -0.55 0.02 -2.61
N 2.27 1.97 -0.33
H 3.25 2.13 -0.50
H 2.65 1.26 -2.90
H 2.35 1.90 1.79
H 0.88 -0.06 -4.20
H -1.75 0.18 -0.82
H -0.20 0.10 2.50
H -1.46 1.04 1.69
H -1.36 -0.47 -3.13
H -0.29 1.94 2.65
```

Properties
- M: 161.248 g/mol
- SMILES: Cc1c[nH]c2ccccc12.CC
- Charge: 0
- LUMO level: 1.0 eV
- HOMO-LUMO gap: 8.8 eV


Least stable structure: run Q


Run P
This record from OMol25 describes a 2-piece molecular cluster, C11H15N overall. The level of theory is ωB97M-V with the def2-TZVPD basis set.

Structure (XYZ):
```
27
Properties=species:S:1:pos:R:3
C 1.92 0.69 3.00
C 1.77 1.61 4.18
H 1.12 0.85 2.27
H 2.86 0.87 2.48
H 1.87 -0.39 3.19
H 2.49 1.49 5.00
H 0.83 1.41 4.67
H 1.88 2.65 3.87
C -2.05 -2.59 -2.78
C -0.96 0.41 -0.86
C -0.61 -0.73 -1.60
C -1.82 -1.49 -1.81
C -2.80 -0.82 -1.13
C -0.07 1.33 -0.29
C 1.20 1.28 -0.85
C 1.58 0.26 -1.73
C 0.71 -0.76 -2.07
N -2.29 0.27 -0.49
H -0.30 1.95 0.53
H 1.98 1.97 -0.52
H -2.84 0.94 0.01
H 2.53 0.31 -2.24
H -3.82 -1.14 -1.07
H 1.04 -1.57 -2.70
H -3.06 -2.56 -3.17
H -1.85 -3.58 -2.33
H -1.31 -2.65 -3.57
```

Properties
- M: 161.248 g/mol
- SMILES: Cc1c[nH]c2ccccc12.CC
- Charge: 0
- LUMO level: 0.9 eV
- HOMO-LUMO gap: 8.7 eV


Run Q
This record from OMol25 describes a 2-piece molecular cluster, C11H15N overall. The level of theory is ωB97M-V with the def2-TZVPD basis set.

Structure (XYZ):
```
27
Properties=species:S:1:pos:R:3
C -0.38 -2.41 -1.40
C 0.93 -3.06 -1.08
H -0.45 -1.70 -2.18
H -1.17 -3.07 -1.45
H -0.62 -1.97 -0.37
H 0.75 -3.93 -0.46
H 1.64 -2.42 -0.48
H 1.62 -3.42 -1.86
C -2.43 1.08 -1.12
C 0.98 1.62 0.51
C -0.27 1.03 0.61
C -1.08 1.60 -0.50
C -0.31 2.51 -1.14
C 1.98 1.12 1.31
C 1.61 0.36 2.46
C -0.62 0.19 1.66
C 0.32 -0.11 2.64
N 0.98 2.49 -0.56
H 1.49 3.25 -0.41
H 2.96 1.55 1.21
H -0.35 3.12 -2.03
H 2.28 0.16 3.23
H -1.44 -0.45 1.71
H -2.87 1.79 -1.94
H -3.21 1.23 -0.40
H -0.16 -0.64 3.53
H -2.17 0.07 -1.49
```

Properties
- M: 161.248 g/mol
- SMILES: Cc1c[nH]c2ccccc12.CC
- Charge: 0
- LUMO level: 1.0 eV
- HOMO-LUMO gap: 9.0 eV


Run R
This record from OMol25 describes a 2-piece molecular cluster, C11H15N overall. The level of theory is ωB97M-V with the def2-TZVPD basis set.

Structure (XYZ):
```
27
Properties=species:S:1:pos:R:3
C 1.13 -0.31 -2.06
C -0.83 -1.38 1.02
C 0.42 -1.03 0.35
C 0.16 -0.74 -1.07
C -1.14 -1.06 -1.21
C -0.85 -1.69 2.36
C 0.35 -1.64 3.04
C 1.55 -0.92 1.06
C 1.62 -1.07 2.44
N -1.70 -1.50 -0.04
H -2.68 -1.64 0.08
H -1.66 -2.21 2.82
H -1.75 -0.87 -2.10
H 0.36 -1.85 4.04
H 2.56 -0.66 0.68
H 1.79 -1.18 -2.56
H 1.81 0.34 -1.58
H 2.55 -1.19 3.06
H 0.52 0.28 -2.84
C -0.95 2.39 -0.39
C 0.00 2.69 -1.48
H -1.83 3.15 -0.33
H -1.69 1.42 -0.57
H -0.50 2.20 0.59
H 0.22 3.79 -1.47
H -0.45 2.61 -2.44
H 0.99 2.07 -1.39
```

Properties
- M: 161.248 g/mol
- SMILES: Cc1c[nH]c2ccccc12.CC
- Charge: 0
- LUMO level: 0.9 eV
- HOMO-LUMO gap: 8.8 eV


Least stable structure: run R


Run P
This record from OMol25 describes an isolated ion of composition C2H8N3O2 and charge +1. The level of theory is ωB97M-V with the def2-TZVPD basis set.

Structure (XYZ):
```
15
Properties=species:S:1:pos:R:3
C -0.85 -1.14 0.00
C -1.53 1.26 0.00
N -0.49 0.25 -0.15
N 1.64 -0.78 0.13
N 0.78 0.46 -0.11
O 2.91 -0.45 0.01
O 1.34 1.53 0.01
H -0.72 -1.61 -1.01
H -0.38 -1.70 0.78
H -1.92 -1.14 0.05
H -1.09 2.20 0.30
H -1.86 1.56 -1.05
H -2.19 1.02 0.85
H 1.10 -1.37 -0.60
H 3.28 -0.10 0.79
```

Properties
- M: 106.105 g/mol
- SMILES: CN(C)[N+](=O)NO
- Charge: +1
- LUMO level: -5.1 eV
- HOMO-LUMO gap: 10.4 eV


Run Q
This record from OMol25 describes a 2-piece molecular cluster, C2H8N3O2 overall. The level of theory is ωB97M-V with the def2-TZVPD basis set.

Structure (XYZ):
```
15
Properties=species:S:1:pos:R:3
C 2.19 1.06 -0.91
C -2.56 -1.30 0.22
N 3.05 0.17 -0.34
N 0.87 0.98 -0.10
N 0.79 0.20 0.87
O 2.28 1.73 -1.86
O -2.35 0.07 0.68
H -3.43 -1.71 0.79
H -1.79 -1.94 0.57
H -2.66 -1.29 -0.82
H 2.70 -0.34 0.44
H 3.93 0.05 -0.71
H 0.09 1.59 -0.46
H -0.06 0.12 1.31
H -3.05 0.60 0.33
```

Properties
- M: 106.105 g/mol
- Charge: +1
- LUMO level: -7.2 eV
- HOMO-LUMO gap: 7.4 eV


Least stable structure: run P


Run P
This record from OMol25 describes a 3-piece molecular cluster, C3H10O3 overall. The level of theory is ωB97M-V with the def2-TZVPD basis set.

Structure (XYZ):
```
16
Properties=species:S:1:pos:R:3
C -0.27 -0.28 1.65
O -1.66 -0.26 1.87
C 0.13 -1.32 0.64
C -0.50 -1.54 -0.50
H 0.02 0.74 1.37
H 0.23 -0.37 2.61
H -2.01 -0.05 1.00
H 1.20 -1.52 0.68
H 0.06 -2.15 -1.20
H -1.38 -0.96 -0.75
H 2.73 0.92 -0.56
H 1.39 0.35 -0.81
O 1.81 1.20 -0.61
H -0.88 2.05 -2.43
H -0.05 1.77 -1.26
O -0.84 1.41 -1.70
```

Properties
- M: 94.110 g/mol
- SMILES: C=CCO.O.O
- Charge: 0
- LUMO level: 0.6 eV
- HOMO-LUMO gap: 10.4 eV


Run Q
This record from OMol25 describes a 3-piece molecular cluster, C3H10O3 overall. The level of theory is ωB97M-V with the def2-TZVPD basis set.

Structure (XYZ):
```
16
Properties=species:S:1:pos:R:3
C 0.59 1.55 -0.32
O -0.56 1.18 0.47
C 1.29 0.36 -0.89
C 2.21 0.43 -1.85
H 1.22 2.03 0.41
H 0.40 2.29 -1.09
H -1.32 1.06 -0.10
H 1.03 -0.63 -0.53
H 2.60 -0.49 -2.27
H 2.36 1.35 -2.41
H -1.03 -0.08 2.11
H -0.56 -1.58 2.20
O -1.24 -0.96 2.46
H -2.36 -2.17 -0.79
H -1.79 -1.47 0.40
O -1.50 -2.00 -0.37
```

Properties
- M: 94.110 g/mol
- SMILES: C=CCO.O.O
- Charge: 0
- LUMO level: 0.6 eV
- HOMO-LUMO gap: 10.5 eV


Least stable structure: run P